C5H15NS | ωB97M-V with the def2-TZVPD basis set

The geometry in XYZ format:
```
22
Properties=species:S:1:pos:R:3:forces:R:3
C -2.32716 0.51555 -0.36313 0.0 -0.3 -0.2
C -1.30953 0.97689 0.68082 -0.1 -0.1 -0.7
C -0.90847 -0.10109 1.66836 0.8 -0.1 -0.1
N 0.31449 0.30460 2.40176 -0.7 -0.1 1.0
H -1.89505 -0.28436 -0.97402 0.0 -0.1 0.1
H -3.26741 0.12721 0.03850 0.1 0.2 0.1
H -2.54543 1.31784 -1.07046 -0.1 0.1 0.2
H -0.40747 1.18959 0.10356 0.0 0.4 0.3
H -1.65287 1.90608 1.13745 0.1 -0.1 0.3
H -1.71826 -0.40149 2.33430 0.0 -0.1 0.0
H -0.56707 -0.95533 1.08097 -0.5 -0.2 0.0
H 0.06960 0.75085 3.28135 0.1 0.3 -0.2
H 0.89459 -0.49098 2.65139 -0.4 -0.2 0.1
C 2.11077 -0.84702 -2.46814 -0.4 -0.8 0.2
C 1.20699 -0.51204 -1.31097 1.7 0.9 2.1
S 2.39204 0.03859 0.20957 -1.7 0.0 -0.9
H 2.76740 -1.66497 -2.16884 0.2 0.1 -0.2
H 2.70550 0.00447 -2.78867 -0.1 0.0 0.0
H 1.47966 -1.21560 -3.28345 0.2 0.1 -0.2
H 0.73089 -1.35715 -0.82269 -0.4 0.0 -0.6
H 0.55303 0.32236 -1.54909 -0.2 -0.2 0.2
H 1.37378 0.37602 1.21142 1.3 0.0 -1.4
```
Positions in Å, forces in eV/Å.

Values from the calculation:
frontier orbital gap = 0.33653 hartree
E_tot = -17752.7851 eV
E_LUMO = 0.915 eV
relative energy (zero: lowest compared OMol25 entry of this formula, charge and spin) = 0.8058 eV
HOMO energy = -8.2 eV
SMILES string = CCCN.CCS
total charge = 0